[1]
Formula: CH11O5
Source: the OMol25 dataset
Level of theory: ωB97M-V with the def2-TZVPD basis set

Summary:
Energy above the lowest of the compared OMol25 structures with the same formula, charge and spin   68.00 kJ/mol
Energy   -11449.6279 eV
E_LUMO (alpha / beta)   0.39 / -3.77 eV
⟨S²⟩   0.7546

Structure (ORCA input):
```
! wB97M-V def2-TZVPD RIJCOSX def2/J DEFGRID3
* xyz 0 2
C -0.6288 -0.4610 1.3592
O -0.1458 0.1134 0.1878
H -1.1626 -1.5332 1.4902
H -1.4882 0.2308 1.7135
H 0.0635 -0.4351 2.1681
H 0.7822 -2.3788 -0.2529
H 1.4823 -0.9368 -0.1812
O 1.6273 -1.8853 -0.0333
H 0.7828 1.6464 0.5497
H 2.2994 1.6656 0.3026
O 1.5309 2.2801 0.4118
H -0.7074 -1.2947 -1.1481
H -0.9459 -2.0117 -2.5912
O -0.9337 -2.1493 -1.6805
H -1.0674 1.6066 -0.5609
H -0.3147 2.9769 -0.9431
O -1.1740 2.5659 -0.7917
*
```

[2]
Formula: CH12N2O3
Source: the OMol25 dataset
Level of theory: ωB97M-V with the def2-TZVPD basis set

Summary:
Energy above the lowest of the compared OMol25 structures with the same formula, charge and spin   148.22 kJ/mol
Energy   -10351.9179 eV
E_LUMO (alpha / beta)   2.76 / 2.67 eV
⟨S²⟩   0.7504

Structure (ORCA input):
```
! wB97M-V def2-TZVPD RIJCOSX def2/J DEFGRID3
* xyz -1 2
N -3.9450 0.7063 -1.6268
C -2.9103 1.8168 -1.3470
N -1.5190 1.5891 -1.1766
H -3.6996 0.3112 -2.5360
H -4.0062 0.1080 -0.8866
H -3.0785 2.4460 -2.3982
H -3.3082 2.4294 -0.5725
H -1.3632 0.9588 -0.3981
H -1.2936 0.8991 -1.8411
H 4.8246 -3.1812 4.2329
H 3.8911 -2.6949 5.2954
O 3.8677 -3.0937 4.4261
H -0.7186 -5.2176 -0.2055
H -0.7043 -4.5110 1.0757
O -0.2383 -5.1817 0.6546
H 3.1663 4.4089 -0.8003
H 4.4658 4.5474 -1.7353
O 3.5624 4.8413 -1.5213
*
```

[3]
Formula: CH12N2O3
Source: the OMol25 dataset
Level of theory: ωB97M-V with the def2-TZVPD basis set

Summary:
Energy above the lowest of the compared OMol25 structures with the same formula, charge and spin   49.82 kJ/mol
Energy   -10354.2457 eV
SMILES   NCN.O.O.O
E_LUMO   0.91 eV

Structure (ORCA input):
```
! wB97M-V def2-TZVPD RIJCOSX def2/J DEFGRID3
* xyz 0 1
N -1.2622 0.9147 0.2224
C 0.0767 1.4982 0.4058
N 0.7713 1.0778 1.5945
H -1.9639 1.6157 0.4204
H -1.4072 0.6319 -0.7397
H 0.7132 1.2855 -0.4481
H 0.0621 2.5911 0.3462
H 0.9499 0.0796 1.5186
H 0.1605 1.1912 2.3947
O -4.2815 -1.4928 -1.4622
H -3.9147 -2.0216 -0.7435
H -5.2275 -1.4695 -1.2922
O -1.8402 -1.8137 1.1554
H -1.7740 -0.8432 1.1793
H -1.0852 -2.1665 1.6348
O 6.3584 -0.4034 -1.8361
H 6.4440 0.1453 -2.6213
H 7.2204 -0.8202 -1.7291
*
```

[4]
Formula: CH12N2O4
Source: the OMol25 dataset
Level of theory: ωB97M-V with the def2-TZVPD basis set

Summary:
Energy above the lowest of the compared OMol25 structures with the same formula, charge and spin   191.68 kJ/mol
Energy   -12400.8550 eV
SMILES   [H]/N=C/N.O.O.O.O
E_LUMO   0.57 eV

Structure (ORCA input):
```
! wB97M-V def2-TZVPD RIJCOSX def2/J DEFGRID3
* xyz 0 1
H -0.8114 2.0214 -1.3436
N 0.0662 1.4668 -1.2556
C -0.0572 0.2486 -1.8292
N 0.6938 -0.8245 -1.9855
H -0.9586 0.2577 -2.4031
H 1.6410 -0.6954 -1.5656
H 0.5548 -1.5247 -2.6808
O 0.6389 -0.9385 2.7162
H -0.1488 -0.4860 2.7472
H 1.2502 -0.1778 2.6063
O -1.9756 -2.3736 1.6120
H -1.2473 -1.9486 1.9928
H -2.1093 -3.2589 1.8832
O 2.7319 1.1027 -2.6551
H 2.0067 1.4949 -2.1544
H 3.0582 1.7828 -3.2503
O -1.4264 1.4802 2.5689
H -2.0580 1.5229 1.7893
H -1.8490 0.8501 3.2074
*
```

[5]
Formula: CH12N2O4
Source: the OMol25 dataset
Level of theory: ωB97M-V with the def2-TZVPD basis set

Summary:
Energy above the lowest of the compared OMol25 structures with the same formula, charge and spin   164.12 kJ/mol
Energy   -12401.1406 eV
SMILES   [H]/N=C/N.O.O.O.O
E_LUMO   0.64 eV

Structure (ORCA input):
```
! wB97M-V def2-TZVPD RIJCOSX def2/J DEFGRID3
* xyz 0 1
H 2.6864 -1.2905 0.3083
N 1.8184 -0.8084 0.0284
C 2.1477 0.4322 0.2085
N 1.8768 1.4567 -0.6196
H 2.6342 0.7588 1.1628
H 1.5032 1.3045 -1.5509
H 1.3287 2.2669 -0.2795
O -1.7333 -0.7219 -2.0866
H -1.5135 -1.5635 -1.6746
H -2.5918 -0.4686 -1.7340
O -1.1847 0.4482 2.1287
H -1.3457 -0.5072 2.1674
H -1.8944 0.8257 2.6614
O -0.9212 -1.9664 0.5663
H -0.0861 -1.4610 0.5849
H -0.5401 -2.8482 0.4555
O -0.6483 1.8007 -0.8230
H -1.2406 1.1944 -1.3007
H -0.2957 1.1476 -0.2030
*
```

[6]
Formula: CH12N2O5
Source: the OMol25 dataset
Level of theory: ωB97M-V with the def2-TZVPD basis set

Summary:
Energy above the lowest of the compared OMol25 structures with the same formula, charge and spin   243.25 kJ/mol
Energy   -14448.3792 eV
SMILES   NC(N)=O.O.O.O.O
E_LUMO   0.25 eV

Structure (ORCA input):
```
! wB97M-V def2-TZVPD RIJCOSX def2/J DEFGRID3
* xyz 0 1
N 0.0245 -2.3189 -0.1411
C -0.6885 -1.3765 -0.8448
N -1.8528 -0.9047 -0.1945
O -0.1818 -0.8349 -1.8777
H 0.9337 -2.5531 -0.5208
H -0.3184 -2.6506 0.5905
H -2.5424 -0.2983 -0.7079
H -2.1181 -1.1713 0.7850
O 0.3465 -0.1557 2.8987
H 0.9529 -0.7260 2.2500
H 0.1965 0.5338 2.2790
O 2.0375 0.2551 -0.7821
H 1.1463 0.3226 -1.0291
H 2.5391 0.7098 -1.4511
O 1.0975 1.4545 1.1324
H 0.9842 2.2926 1.4046
H 2.0492 1.6956 0.6289
O -1.8768 1.8505 -1.4348
H -1.2694 2.1509 -0.7346
H -1.4596 1.7246 -2.2505
*
```

[7]
Formula: CH12NO3
Source: the OMol25 dataset
Level of theory: ωB97M-V with the def2-TZVPD basis set

Summary:
Energy above the lowest of the compared OMol25 structures with the same formula, charge and spin   118.46 kJ/mol
Energy   -8857.8684 eV
E_LUMO   -3.05 eV

Structure (ORCA input):
```
! wB97M-V def2-TZVPD RIJCOSX def2/J DEFGRID3
* xyz 1 1
C 1.0746 -0.3241 0.4692
N -0.1895 0.0550 -0.0835
H 1.4561 -1.0996 -0.1556
H 0.9410 -0.5330 1.5927
H 1.8750 0.3693 0.3165
H 0.1126 0.4558 -1.0677
H -0.7876 -0.7453 -0.4576
H -0.8660 0.5706 0.4768
H -0.6079 0.8987 4.0839
H 0.6749 1.5671 3.7518
O -0.0768 1.1426 3.2888
H -1.7851 -2.5081 -2.2680
H -2.6529 -2.1718 -0.9201
O -1.9242 -1.9465 -1.5277
H 0.5642 2.1122 -2.4429
H 1.1342 0.8251 -2.9241
O 1.0576 1.3320 -2.1324
*
```

[8]
Formula: CH12NO4
Source: the OMol25 dataset
Level of theory: ωB97M-V with the def2-TZVPD basis set

Summary:
Energy above the lowest of the compared OMol25 structures with the same formula, charge and spin   71.05 kJ/mol
Energy   -10905.0290 eV
E_LUMO   -4.18 eV

Structure (ORCA input):
```
! wB97M-V def2-TZVPD RIJCOSX def2/J DEFGRID3
* xyz 1 1
C -0.2712 -0.9693 0.4528
N 0.0385 0.2577 0.3508
H -0.9197 -1.5171 -0.2256
H 0.1658 -1.5784 1.2347
H 0.8056 0.5470 0.9645
H -0.5333 0.9116 -0.2065
H -3.8568 -2.7756 1.0741
H -3.2098 -2.0722 2.2481
O -3.0072 -2.4460 1.3845
H 1.4362 0.9589 3.3177
H 2.5419 1.5797 2.3721
O 1.6742 1.1618 2.4066
H -0.3426 2.5495 -2.3656
H -0.6568 3.2049 -1.0896
O -0.5957 2.3135 -1.4619
H 2.8473 0.0090 -2.9465
H 2.5287 -1.3855 -2.8319
O 2.0749 -0.5684 -3.0970
*
```

[9]
Formula: CH12Na5O9
Source: the OMol25 dataset
Level of theory: ωB97M-V with the def2-TZVPD basis set

Summary:
Energy above the lowest of the compared OMol25 structures with the same formula, charge and spin   648.90 kJ/mol
Energy   -41715.1664 eV
E_LUMO   -10.01 eV

Structure (ORCA input):
```
! wB97M-V def2-TZVPD RIJCOSX def2/J DEFGRID3
* xyz 3 1
Na 10.3444 -0.8102 -5.8417
Na 6.9272 -6.8708 -9.2251
Na 5.6289 0.0230 -7.1637
Na 4.4066 -3.5822 -1.7660
Na 7.7203 0.0725 -2.1795
C 7.2734 -4.2558 -5.5026
O 7.0906 -3.1525 -4.9739
O 6.3075 -4.9298 -5.8304
O 8.4217 -4.5771 -5.8004
O 5.4807 -8.6922 -3.9652
H 6.2484 -9.1125 -4.3529
H 5.3679 -7.8864 -4.4693
O 2.8193 -2.6803 -8.2032
H 3.4485 -3.2791 -7.8011
H 2.7389 -2.9876 -9.1062
O 12.6044 -6.0629 -6.7020
H 11.7008 -5.8562 -6.4633
H 13.0569 -6.1633 -5.8645
O 2.1905 -5.2378 -4.0515
H 2.8901 -5.3939 -4.6858
H 1.3884 -5.4798 -4.5144
O 11.9882 -2.2080 -9.1951
H 12.8419 -1.8381 -8.9703
H 12.1030 -3.1532 -9.0978
O 10.4044 -7.3081 -2.8731
H 10.1328 -6.6947 -3.5559
H 9.9237 -7.0282 -2.0941
*
```

[10]
Formula: CH12O4S
Source: the OMol25 dataset
Level of theory: ωB97M-V with the def2-TZVPD basis set

Summary:
Energy above the lowest of the compared OMol25 structures with the same formula, charge and spin   18.13 kJ/mol
Energy   -20257.1277 eV
SMILES   CS.O.O.O.O
E_LUMO   0.55 eV

Structure (ORCA input):
```
! wB97M-V def2-TZVPD RIJCOSX def2/J DEFGRID3
* xyz 0 1
C -1.2393 -0.2288 -1.0471
S -2.0312 1.2247 -1.8062
H -1.3867 -1.1045 -1.6728
H -1.6054 -0.3322 -0.0354
H -0.1563 -0.0996 -1.0342
H -1.4205 1.1301 -2.9951
O 0.5906 0.4201 1.8916
H 0.2236 1.1511 1.3576
H 1.5445 0.5394 1.8134
O 0.2666 -2.2444 0.9367
H 0.3481 -1.4330 1.4675
H 0.4642 -2.9845 1.5174
O 2.1667 -1.6440 -1.0129
H 1.7161 -2.1706 -0.3288
H 3.0729 -1.9567 -1.0625
O -0.7027 2.8934 0.6313
H -0.8092 3.3778 1.4558
H -1.0419 3.4616 -0.0764
*
```

> Which value of energy above the lowest of the compared OMol25 structures with the same formula, charge and spin does entry 3 give?

49.82 kJ/mol

> The lowest energy above the lowest of the compared OMol25 structures with the same formula, charge and spin belongs to which entry?

CH12O4S

> What is the energy in the first record?

-11449.6279 eV